C5H18N2O4 | ωB97M-V/def2-TZVPD

Element x y z (Å)
C (2.26, -0.09, 1.34)
N (1.29, -0.93, 0.84)
C (1.59, -1.91, -0.20)
C (0.05, -1.12, 1.59)
C (-1.08, -0.21, 1.10)
N (-0.99, 1.12, 1.72)
C (-1.26, 2.22, 0.74)
O (2.02, 0.71, 2.21)
H (3.30, -0.12, 0.85)
H (0.64, -2.06, -0.86)
H (2.34, -1.56, -0.89)
H (1.95, -2.88, 0.25)
H (-0.25, -2.23, 1.58)
H (0.23, -0.93, 2.72)
H (-1.11, -0.20, -0.01)
H (-2.03, -0.68, 1.41)
H (-0.01, 1.25, 2.13)
H (-2.29, 2.08, 0.31)
H (-1.18, 3.17, 1.26)
H (-0.55, 2.21, -0.08)
H (0.19, -0.36, -2.25)
H (-0.38, -1.04, -3.51)
O (-0.53, -0.96, -2.55)
H (-2.80, 0.56, -1.21)
H (-1.90, -0.01, -2.33)
O (-2.66, 0.60, -2.15)
H (0.98, 1.80, -1.81)
H (0.99, 0.70, -0.62)
O (1.19, 0.86, -1.58)

Its multiplicity is 2. The total charge is +1. Its HOMO energy (spin up / spin down) is -14.05 / -14.00 eV. Its expectation value of S² is 0.754.

Partial atomic charges computed with the natural (NBO) method, in multiples of e: atom 1 (C): 0.5385, atom 2 (N): -0.4811, atom 3 (C): -0.4502, atom 4 (C): -0.2579, atom 5 (C): -0.3313, atom 6 (N): -0.1203, atom 7 (C): -0.4712, atom 8 (O): -0.6178, atom 9 (H): 0.1763, atom 10 (H): 0.2456, atom 11 (H): 0.2370, atom 12 (H): 0.2225, atom 13 (H): 0.2648, atom 14 (H): 0.2530, atom 15 (H): 0.2641, atom 16 (H): 0.2921, atom 17 (H): 0.4537, atom 18 (H): 0.2555, atom 19 (H): 0.2566, atom 20 (H): 0.2549, atom 21 (H): 0.4978, atom 22 (H): 0.4992, atom 23 (O): -0.9819, atom 24 (H): 0.4318, atom 25 (H): 0.4899, atom 26 (O): -0.9533, atom 27 (H): 0.5046, atom 28 (H): 0.4760, atom 29 (O): -0.9490

---

C5H18N3O | ωB97M-V/def2-TZVPD

Element x y z (Å)
C (0.58, -0.77, -2.19)
N (0.14, -1.46, -1.04)
C (-1.11, -1.00, -0.46)
C (-1.11, -0.99, 1.05)
C (-2.04, 0.02, 1.63)
N (-1.36, 1.35, 1.60)
C (1.34, 0.59, -1.96)
N (0.74, 1.43, -0.79)
H (-0.23, -0.52, -2.88)
H (1.34, -1.38, -2.68)
H (0.84, -1.70, -0.37)
H (-1.97, -1.58, -0.85)
H (-1.42, -0.03, -0.91)
H (-1.29, -2.00, 1.42)
H (-0.10, -0.81, 1.45)
H (-2.98, 0.29, 1.13)
H (-2.42, -0.23, 2.63)
H (-1.93, 2.08, 1.96)
H (-0.56, 1.33, 2.22)
H (2.39, 0.45, -1.72)
H (1.29, 1.25, -2.83)
H (0.88, 2.43, -0.92)
H (1.21, 0.89, -0.05)
H (-0.23, 1.20, -0.57)
H (2.25, 0.01, 2.27)
H (3.24, -0.74, 1.50)
O (2.51, -0.12, 1.33)

The total charge is +1. Its HOMO energy is -12.33 eV.

Partial atomic charges computed with the natural (NBO) method, in multiples of e: atom 1 (C): -0.2251, atom 2 (N): -0.6362, atom 3 (C): -0.2114, atom 4 (C): -0.4419, atom 5 (C): -0.2289, atom 6 (N): -0.8679, atom 7 (C): -0.2337, atom 8 (N): -0.7376, atom 9 (H): 0.2138, atom 10 (H): 0.2290, atom 11 (H): 0.3809, atom 12 (H): 0.2102, atom 13 (H): 0.1523, atom 14 (H): 0.2403, atom 15 (H): 0.1952, atom 16 (H): 0.2097, atom 17 (H): 0.1965, atom 18 (H): 0.3771, atom 19 (H): 0.3455, atom 20 (H): 0.2165, atom 21 (H): 0.2208, atom 22 (H): 0.4490, atom 23 (H): 0.4715, atom 24 (H): 0.4617, atom 25 (H): 0.4860, atom 26 (H): 0.4966, atom 27 (O): -0.9700

---

ΔE to the lowest compared entry with this formula, charge and spin, respectively: 0.542, 0.429 eV.
Calculated total energy, respectively: -611.4420, -440.5489 Eh.
Largest force on an atom, respectively: 0.0888, 0.0558 hartree/bohr.